Here is a cluster of 2 separate species, CH3NO4 in total at a distorted geometry from the OMol25 dataset. Energies are from ωB97M-V/def2-TZVPD.

For the gap between HOMO and LUMO (alpha / beta), the calculation gives 6.5668 / 6.5663 eV. The calculation puts the HOMO energy (alpha / beta) at -9.1 / -9.1 eV. The energy relative to the best compared isomer or geometry (same formula, charge and spin) is 8.358 eV. As for the max |F|: 4.411 eV/Å.

```
! wB97M-V def2-TZVPD RIJCOSX def2/J DEFGRID3
* xyz 0 1
C -1.239 0.386 -0.034
N -0.105 1.127 0.326
O 1.015 -1.679 -0.394
O 0.778 1.360 -0.476
O 2.073 -1.106 0.020
O 2.082 -0.766 1.198
H -0.993 -0.581 -0.255
H -2.006 0.492 0.632
H -1.605 0.766 -1.017
*
```

=====

Here is a structure of composition C21H22IrN3O at a distorted geometry from the OMol25 dataset. Energies are from ωB97M-V/def2-TZVPD.

For the gap between HOMO and LUMO, the calculation gives 7.0184 eV. The calculation puts the HOMO energy at -15.6 eV. The energy relative to the best compared isomer or geometry (same formula, charge and spin) is 1.660 eV. As for the max |F|: 1.209 eV/Å.

```
! wB97M-V def2-TZVPD RIJCOSX def2/J DEFGRID3
* xyz 2 1
Ir -0.206 0.283 -0.041
O 2.828 -2.242 -0.473
C 1.805 -1.736 -0.117
N 1.209 -0.648 -0.788
C 1.971 -0.142 -1.917
C 1.228 0.994 -2.505
C 1.633 1.610 -3.679
C 0.834 2.582 -4.241
C -0.372 2.892 -3.624
C -0.699 2.262 -2.449
N 0.100 1.348 -1.858
C 0.960 -2.204 1.007
C 1.266 -3.365 1.678
C 0.361 -3.850 2.611
C -0.827 -3.164 2.781
C -1.050 -1.991 2.076
N -0.157 -1.477 1.227
H 2.077 -0.944 -2.653
H 2.986 0.126 -1.612
H 2.557 1.304 -4.149
H 1.130 3.073 -5.158
H -1.055 3.613 -4.049
H -1.633 2.477 -1.967
H 2.188 -3.877 1.437
H 0.567 -4.759 3.160
H -1.595 -3.522 3.453
H -1.979 -1.463 2.189
C -0.144 3.535 0.231
C -0.868 2.326 0.758
C -2.166 1.949 0.368
C -2.904 1.017 1.115
C -4.217 0.502 0.638
C -2.448 0.684 2.437
C -1.169 0.949 2.798
C -0.603 0.609 4.135
C -0.298 1.557 1.800
H 0.785 3.282 -0.275
H 0.118 4.165 1.082
H -0.769 4.121 -0.438
H -2.674 2.427 -0.456
H -4.056 -0.376 0.006
H -4.745 1.238 0.031
H -4.849 0.195 1.468
H -3.142 0.213 3.122
H 0.152 -0.177 4.039
H -1.377 0.270 4.819
H -0.098 1.471 4.574
H 0.710 1.802 2.117
*
```